No. 1
C32H27FN8O11Os as an isolated structure at a distorted geometry. Source: the OMol25 dataset; level of theory: ωB97M-V with the def2-TZVPD basis set.

The net charge is 0. Its total energy is -2691.89107 hartree. As for the frontier orbital gap (alpha / beta): 3.40 / 3.40 eV.

Atoms and positions in Å:
Os -0.351 -0.240 -0.415
O -5.774 -3.497 2.368
C -5.962 -2.688 1.497
O -6.856 -2.159 0.896
C -4.480 -2.098 0.969
C -3.322 -2.641 1.488
C -2.114 -2.079 1.101
N -2.062 -1.049 0.256
C -3.190 -0.576 -0.276
C -4.444 -1.067 0.057
C -3.039 0.553 -1.340
O -4.035 1.009 -1.848
O -1.831 0.864 -1.556
H -3.364 -3.470 2.177
H -1.169 -2.467 1.463
H -5.320 -0.632 -0.401
C -1.823 0.888 4.290
C -0.868 2.063 4.131
C 0.443 1.681 3.405
C 1.317 2.945 3.245
C 2.602 2.680 2.473
C 1.197 0.692 4.281
O 1.559 0.954 5.401
N 1.442 -0.537 3.727
C 1.116 -0.985 2.445
O 1.374 -2.115 2.113
N 0.493 -0.080 1.637
C 0.111 1.146 2.031
O -0.517 1.827 1.212
H -2.703 1.201 4.847
H -1.353 0.072 4.833
H -2.148 0.520 3.319
H -0.601 2.454 5.113
H -1.355 2.853 3.560
H 1.557 3.310 4.244
H 0.728 3.702 2.727
H 3.198 1.914 2.963
H 3.196 3.588 2.421
H 2.384 2.352 1.458
H 1.919 -1.215 4.316
F 4.490 -5.057 -2.756
C 3.324 -5.303 -2.131
C 2.207 -4.668 -2.535
N 0.996 -4.892 -1.957
C -0.148 -4.110 -2.356
C -0.148 -2.708 -1.723
O -0.857 -1.831 -2.248
O 0.565 -2.489 -0.722
C 0.862 -5.749 -0.872
O -0.196 -5.955 -0.333
N 2.029 -6.365 -0.488
C 3.316 -6.232 -1.006
O 4.250 -6.830 -0.537
H 2.229 -3.959 -3.350
H -1.050 -4.625 -2.012
H -0.185 -3.994 -3.438
H 1.951 -6.960 0.330
C 3.288 0.533 -2.488
C 2.242 -0.062 -1.810
N 1.243 0.650 -1.270
C 1.271 1.979 -1.377
C 2.294 2.665 -2.029
C 3.324 1.914 -2.596
C 2.345 4.126 -2.045
C 1.346 4.976 -2.308
C 0.009 4.652 -2.787
C -0.962 5.655 -2.888
C -2.180 5.279 -3.429
N -2.415 4.044 -3.830
C -1.452 3.155 -3.683
N -0.261 3.410 -3.191
H 4.066 -0.077 -2.917
H 2.203 -1.135 -1.672
H 0.460 2.517 -0.901
H 4.135 2.406 -3.112
H 3.320 4.539 -1.813
H 1.543 6.037 -2.225
H -0.766 6.665 -2.567
H -2.990 5.985 -3.557
H -1.654 2.142 -3.996

Results of the Löwdin charge analysis, in e, for atoms 1 through 5: 1.78, 0.01, -0.72, 0.02, -0.05



No. 2
C32H27N3P2S4Tc as an isolated structure. Source: the OMol25 dataset; level of theory: ωB97M-V with the def2-TZVPD basis set.

The net charge is 0. As for the multiplicity: 4. Its expectation value of S² is 3.7742. Its total energy is -3756.22256 hartree. As for the frontier orbital gap (alpha / beta): 6.72 / 5.90 eV.

Atoms and positions in Å:
Tc -0.051 -1.468 -1.115
C 3.902 -3.907 -0.046
C 2.854 -2.964 -0.574
S 1.236 -3.345 -0.256
C 3.222 -1.852 -1.327
C 4.672 -1.574 -1.611
S 2.092 -0.786 -2.020
H 3.448 -4.673 0.578
H 4.649 -3.375 0.548
H 4.431 -4.400 -0.866
H 5.116 -2.391 -2.185
H 5.244 -1.488 -0.682
H 4.784 -0.651 -2.173
N -0.758 0.624 0.992
P 0.711 -0.237 1.087
C 0.710 -0.823 2.800
C 1.424 -0.219 3.833
C 1.347 -0.736 5.119
C 0.563 -1.852 5.377
C -0.146 -2.461 4.349
C -0.066 -1.954 3.061
C 2.001 1.033 1.014
C 1.726 2.387 0.872
C 2.766 3.302 0.763
C 4.083 2.870 0.796
C 4.365 1.515 0.936
C 3.329 0.602 1.036
P -1.333 0.456 -0.585
C -1.061 2.050 -1.415
C 0.002 2.218 -2.298
C 0.304 3.478 -2.796
C -0.451 4.577 -2.414
C -1.516 4.417 -1.536
C -1.820 3.159 -1.039
C -3.126 0.349 -0.449
C -3.712 -0.227 0.676
C -5.084 -0.420 0.717
C -5.871 -0.059 -0.369
C -5.291 0.508 -1.494
C -3.921 0.717 -1.534
H -1.039 1.366 1.624
H 2.036 0.652 3.635
H 1.900 -0.264 5.921
H 0.507 -2.252 6.381
H -0.751 -3.336 4.548
H -0.602 -2.436 2.250
H 0.702 2.737 0.821
H 2.541 4.354 0.644
H 4.890 3.584 0.708
H 5.392 1.174 0.957
H 3.548 -0.458 1.132
H 0.595 1.368 -2.600
H 1.130 3.597 -3.486
H -0.216 5.558 -2.806
H -2.113 5.271 -1.243
H -2.659 3.037 -0.363
H -3.092 -0.541 1.506
H -5.538 -0.874 1.588
H -6.938 -0.238 -0.345
H -5.898 0.771 -2.351
H -3.469 1.150 -2.419
S -1.870 -2.869 -0.737
C -2.969 -2.446 -2.021
C -4.327 -2.896 -1.911
N -5.419 -3.244 -1.819
C -2.560 -1.721 -3.086
S -0.915 -1.134 -3.208
C -3.466 -1.335 -4.128
N -4.172 -0.979 -4.963

Results of the Löwdin charge analysis, in e, for atoms 1 through 5: 0.14, -0.12, -0.77, 0.64, -0.77